25
Properties=species:S:1:pos:R:3:forces:R:3 method="wB97M-V/def2-TZVPD" total_energy_ha=-592.9995 homo_lumo_gap_ev=9.361
C -0.613126 -2.697540 -0.843394 -1.345 -2.838 -0.167
C 0.041188 -1.626687 -1.064270 -0.212 0.403 0.402
C 0.468194 -0.414451 -1.099861 2.815 0.503 1.579
C 0.006316 0.506972 -2.088514 -2.375 1.896 -2.417
C 1.668020 0.038382 -0.177290 -0.139 -1.545 -0.945
C 1.692280 -0.838409 1.047799 2.245 -0.944 -0.072
O 2.937945 -0.093877 -0.824202 -0.136 0.063 -0.639
H -0.593988 -3.601221 -1.495432 0.498 0.701 0.667
H -1.302823 -2.790789 0.008032 0.100 0.352 -0.463
H -0.863301 0.101968 -2.693481 0.731 0.418 0.949
H -0.314766 1.478091 -1.643692 0.282 -0.553 -0.416
H 0.728089 0.712446 -2.888019 0.325 0.156 0.337
H 1.610694 1.083438 0.135128 -0.699 0.130 -0.200
H 2.259830 -1.838099 0.908309 -1.303 1.475 -0.312
H 2.351152 -0.329994 1.759974 -0.637 -0.050 0.483
H 0.671026 -0.992274 1.320490 -0.323 -0.202 1.016
H 2.780255 -0.084878 -1.777511 0.205 0.052 0.200
H -1.788591 2.755879 0.063113 0.543 -0.108 0.234
N -2.377811 1.948632 -0.094022 -1.397 2.079 -2.611
C -2.437239 1.127653 0.804841 2.041 -1.609 1.991
C -1.419794 1.058000 1.928850 -1.690 -0.229 1.375
O -1.330558 0.036863 2.566309 0.644 0.298 -0.260
O -0.846276 2.222245 2.284637 0.357 -0.458 -0.233
H -3.027239 0.224421 0.797722 -0.459 -0.146 -0.291
H -0.299478 2.013229 3.064486 -0.071 0.158 -0.208


105
Properties=species:S:1:pos:R:3:forces:R:3 method="wB97M-V/def2-TZVPD" charge=+1 total_energy_ha=-3167.9204 homo_lumo_gap_ev=5.730
K -0.159118 1.529597 -0.252908 -2.191 0.860 -0.005
C 5.323979 -3.833850 -1.787953 -0.115 -0.004 0.100
C 4.654176 -3.875012 -0.417961 0.110 -0.014 -0.206
N 3.384680 -3.148468 -0.383680 0.135 0.192 0.011
C 3.446241 -1.780159 -0.449962 -0.043 -0.217 0.108
C 2.393196 -0.944697 -0.358924 -0.082 0.423 -0.170
C 2.660412 0.543031 -0.687979 0.436 -0.435 0.040
O 3.769842 0.971644 -0.348535 -0.110 0.036 -0.073
O 1.730788 1.107283 -1.312821 1.727 -0.376 -0.787
C 1.090370 -1.469333 -0.024513 0.281 -0.223 -0.010
O 0.115818 -0.801250 0.320338 0.200 -0.865 0.115
C 1.014231 -2.945082 -0.107068 -0.011 -0.048 0.011
C -0.236515 -3.549834 0.004382 -0.090 -0.050 0.013
C -0.369578 -4.904258 -0.100884 0.014 0.087 0.087
F -1.592659 -5.466356 0.079433 0.018 -0.132 -0.060
C 0.730844 -5.731625 -0.358992 0.073 0.168 -0.007
C 1.976675 -5.134270 -0.456491 0.111 -0.053 -0.041
C 2.153199 -3.748979 -0.303669 -0.290 -0.003 0.010
N 0.591308 -7.122579 -0.517066 -0.090 -0.182 0.054
C -0.540392 -7.749252 -1.151451 0.182 -0.013 -0.069
C -0.057081 -8.621645 -2.310112 -0.290 0.321 0.010
N 0.947543 -9.610018 -1.787925 0.010 0.034 -0.028
C 2.107901 -8.925548 -1.126170 0.192 0.258 0.356
C 1.548164 -8.061313 0.001956 -0.095 0.038 -0.135
H 6.264806 -4.383299 -1.755083 -0.001 -0.006 -0.038
H 5.540872 -2.808820 -2.083999 0.012 0.009 -0.014
H 4.678735 -4.273063 -2.550342 0.016 -0.025 -0.005
H 5.310224 -3.434732 0.334575 -0.031 0.008 -0.001
H 4.484275 -4.905751 -0.120269 -0.023 0.027 0.125
H 4.432224 -1.351722 -0.578557 0.024 0.011 -0.010
H -1.097105 -2.919583 0.199487 0.005 -0.014 -0.003
H 2.831004 -5.747892 -0.705854 -0.042 -0.053 -0.017
H -1.222259 -7.006521 -1.549549 -0.040 0.043 -0.010
H -1.108805 -8.366729 -0.439544 -0.016 0.018 0.000
H 0.442722 -8.006869 -3.056620 0.084 -0.079 -0.016
H -0.873027 -9.170424 -2.777978 0.044 -0.092 0.040
H 1.269095 -10.223035 -2.535508 -0.002 -0.051 -0.020
H 0.483293 -10.192681 -1.086888 0.009 -0.119 -0.044
H 2.598012 -8.303358 -1.872575 -0.038 -0.070 -0.097
H 2.801971 -9.681099 -0.761069 -0.077 -0.084 -0.048
H 2.359255 -7.541859 0.504340 0.030 -0.018 0.007
H 1.069739 -8.721148 0.744385 0.041 0.001 0.039
C -0.293921 1.394866 4.397142 -0.043 0.046 0.024
C -1.339193 2.172484 4.868441 0.050 -0.035 -0.022
C -2.208562 2.758573 3.962905 -0.006 0.034 -0.031
C -2.001024 2.553852 2.600370 0.144 -0.051 0.240
N -0.991332 1.805933 2.153995 -0.230 0.040 0.496
C -0.167945 1.241992 3.023641 0.059 -0.018 0.184
C -2.861225 3.165033 1.551253 -0.184 0.135 -0.163
C -4.083241 3.772777 1.841025 0.004 -0.006 0.011
C -4.836749 4.295138 0.802173 0.034 -0.011 -0.031
C -4.354994 4.200463 -0.493965 -0.029 0.012 0.046
C -3.123444 3.590368 -0.685251 -0.054 0.075 -0.019
N -2.395195 3.091140 0.302980 -0.317 -0.039 0.087
H 0.406789 0.928516 5.075638 0.015 -0.013 -0.031
H -1.469872 2.329171 5.931299 -0.021 0.008 -0.005
H -3.013796 3.383205 4.322625 -0.005 0.007 -0.031
H 0.632160 0.641998 2.598797 -0.014 -0.003 0.034
H -4.453118 3.839336 2.854456 0.023 -0.042 0.008
H -5.788401 4.770383 1.001813 0.002 -0.005 0.016
H -4.920598 4.590550 -1.328994 0.046 -0.004 -0.026
H -2.698485 3.498596 -1.680949 -0.034 -0.002 0.012
C -6.116889 -1.000395 0.404219 -0.078 0.087 0.055
N -4.822710 -0.787746 -0.209803 0.088 -0.024 0.061
C -4.109176 -1.690277 -0.958650 0.046 -0.016 -0.103
C -2.944248 -1.059216 -1.293403 -0.061 -0.063 0.071
N -2.924317 0.201188 -0.759376 0.133 0.092 -0.078
C -4.059232 0.329245 -0.118982 0.018 0.003 -0.052
H -6.419638 -2.032674 0.252335 0.017 -0.014 -0.006
H -6.870876 -0.347345 -0.034487 0.017 -0.011 -0.028
H -6.062834 -0.805760 1.474645 -0.006 -0.027 -0.003
H -4.498088 -2.667393 -1.190209 0.001 0.013 0.018
H -2.116267 -1.430438 -1.876029 -0.044 -0.029 -0.002
H -4.378218 1.208682 0.421927 -0.035 -0.056 0.006
C -1.467440 6.555894 0.760510 0.086 -0.056 0.010
C -0.038999 6.077713 1.024709 -0.093 -0.225 0.067
C 0.114283 5.713394 2.507906 0.010 0.082 -0.134
P 0.432965 4.605286 -0.044842 0.443 0.977 0.024
C 2.276775 4.605241 0.301427 -0.030 -0.082 -0.067
C 2.514152 3.545784 1.387494 -0.014 0.104 -0.061
C 3.157115 4.256663 -0.901215 -0.023 0.009 0.090
C 0.179647 5.369452 -1.734329 0.066 -0.126 0.067
C 0.464742 4.337428 -2.832721 -0.073 0.103 0.093
C 0.851942 6.712057 -2.014076 -0.102 -0.054 0.003
H -1.698418 7.399271 1.415713 -0.025 0.009 -0.012
H -2.184728 5.761595 0.977833 -0.043 0.018 -0.018
H -1.620052 6.882746 -0.268399 -0.015 0.002 0.017
H 0.655597 6.890498 0.794827 -0.008 0.017 -0.012
H -0.332344 4.737345 2.709187 -0.007 -0.026 0.076
H -0.392072 6.449746 3.137501 0.037 0.027 -0.005
H 1.160752 5.679460 2.809108 -0.016 -0.032 0.019
H 2.559037 5.594275 0.679561 -0.013 -0.002 0.012
H 2.212985 2.571872 0.997144 0.111 -0.008 0.103
H 1.959217 3.746166 2.304820 -0.002 -0.039 -0.009
H 3.578047 3.480272 1.623387 -0.009 -0.025 0.040
H 2.871271 3.290501 -1.315235 0.025 -0.005 -0.059
H 4.193241 4.159936 -0.569203 -0.001 -0.010 0.001
H 3.128140 5.017375 -1.678784 -0.013 -0.010 -0.021
H -0.904720 5.534973 -1.735269 0.000 -0.021 -0.012
H 1.530674 4.244763 -3.026104 0.014 -0.053 -0.015
H -0.025413 4.625535 -3.766057 0.013 -0.007 0.000
H 0.100701 3.350671 -2.537187 0.023 -0.022 -0.141
H 1.934209 6.652007 -1.907543 0.006 0.020 -0.004
H 0.490380 7.492822 -1.343640 0.020 0.007 -0.012
H 0.633903 7.027575 -3.038060 0.023 0.037 0.006


14
Properties=species:S:1:pos:R:3:forces:R:3 method="wB97M-V/def2-TZVPD" total_energy_ha=-320.6837 homo_lumo_gap_ev=9.023
C -0.442333 -2.259377 0.177769 0.049 -0.118 0.104
N -0.581073 -1.095390 -0.675580 0.040 0.209 -0.006
C 0.237721 -0.052892 -0.583541 -0.136 0.069 -0.315
N 0.381203 0.913653 -1.384533 -0.035 -0.107 0.327
N 0.283433 2.164549 -1.216288 0.101 -0.168 -0.128
C 0.525277 2.163958 1.162717 -0.027 -0.441 0.086
C 0.410496 0.977094 1.422501 0.068 0.457 0.001
H 0.611597 -2.382944 0.432511 -0.130 0.012 -0.026
H -1.024167 -2.168926 1.103900 0.064 0.011 -0.129
H -0.777855 -3.152424 -0.355906 0.051 0.107 0.062
H -1.439445 -1.016443 -1.206252 0.098 0.040 0.010
H 0.846798 2.609618 -1.952448 -0.115 -0.052 0.082
H 0.621198 3.221717 1.078218 -0.025 -0.162 0.031
H 0.347151 0.077809 1.996933 -0.002 0.146 -0.100


81
Properties=species:S:1:pos:R:3:forces:R:3 method="wB97M-V/def2-TZVPD" charge=-2 total_energy_ha=-6713.0516 homo_lumo_gap_ev="3.901 / 3.898"
Ti -0.409607 -0.703957 -1.944542 -2.362 -0.419 -1.381
N -3.280525 3.510190 -1.866345 -0.017 0.010 0.298
C -3.234788 2.111898 -1.731896 -0.422 -0.024 0.123
S -4.271104 1.424647 -0.495181 0.395 0.235 -0.206
N -2.446192 1.553615 -2.588498 0.363 -0.471 0.214
N -2.198723 0.170345 -2.432192 0.286 0.234 -0.361
C -2.869186 -0.601040 -3.307768 -0.129 0.282 0.270
C -2.613599 -1.951405 -3.242793 -0.118 -0.045 0.275
C -3.204460 -2.935340 -4.090627 0.022 0.040 0.067
C -3.014186 -4.246428 -3.829386 0.103 -0.226 0.201
C -2.254330 -4.612072 -2.665141 -0.218 -0.128 -0.329
C -1.656497 -3.645189 -1.934223 0.024 0.475 0.086
N -1.734236 -2.303609 -2.219983 0.082 -0.123 -0.382
H -4.154205 3.900616 -1.555704 -0.032 -0.007 -0.066
H -2.939920 3.837697 -2.757964 -0.030 -0.037 -0.062
H -3.562222 -0.164877 -4.014503 0.003 0.073 -0.001
H -3.806021 -2.601709 -4.928606 0.044 0.013 0.015
H -3.440566 -5.011367 -4.468011 0.000 0.009 0.027
H -2.143705 -5.648109 -2.369887 -0.018 0.047 -0.015
H -1.100640 -3.911352 -1.047936 0.074 0.045 0.016
F 2.915630 1.690860 -3.552928 0.026 -0.039 -0.014
C 3.583986 0.617881 -3.092183 -0.093 0.114 0.097
F 4.110276 0.969998 -1.904214 0.049 0.013 -0.003
F 4.602983 0.393711 -3.929028 0.134 -0.035 -0.060
S 2.488616 -0.876361 -2.884501 0.919 1.837 -0.469
O 1.532898 -0.091810 -2.012026 0.963 -0.309 -0.158
O 3.509241 -1.720205 -2.305306 -0.556 -0.197 -0.363
N 2.184863 -0.872909 -4.486109 -0.431 -0.560 0.483
S 0.691152 -0.945379 -4.969582 -0.198 0.306 0.483
O 0.205402 -2.103693 -5.648467 0.352 -0.053 0.082
O -0.230872 -0.313973 -4.001155 0.360 -0.393 -0.831
C 0.738122 0.325432 -6.287697 0.167 0.121 0.079
F -0.375543 0.239062 -7.013224 -0.113 0.081 -0.117
F 0.822372 1.552525 -5.783444 0.040 0.046 -0.046
F 1.783346 0.125412 -7.096499 0.005 0.008 -0.120
O 2.824694 -5.392994 0.516495 0.066 -0.106 0.082
C 2.213186 -4.515987 -0.028972 -0.236 0.316 0.005
C 1.378422 -3.421270 0.663381 0.149 -0.133 -0.412
O 1.202979 -3.294423 1.852704 0.000 0.029 0.208
C 0.852502 -2.585591 -0.433130 0.031 -0.708 0.298
C 1.323520 -3.037462 -1.654061 0.395 -0.058 -0.315
O 1.100737 -2.347258 -2.767707 -0.355 -0.317 0.892
C 2.103938 -4.268163 -1.538309 -0.160 0.129 0.251
O 2.559091 -4.988983 -2.393517 0.079 -0.018 -0.125
O 0.021934 -1.622104 -0.293658 0.349 -0.347 1.292
Cl 4.706179 3.058556 4.540759 -0.064 0.005 -0.015
C 3.012638 2.797906 4.212453 0.080 0.059 0.093
C 2.630550 2.057971 3.113069 -0.117 -0.122 -0.178
C 1.278154 1.833068 2.897326 0.200 -0.042 -0.077
C 0.298540 2.324860 3.759597 -0.103 0.066 -0.268
C -1.159188 1.999370 3.510621 0.059 0.178 0.056
C -1.707713 2.696888 2.256855 0.106 -0.204 0.036
N -1.038941 2.245814 1.060666 -0.131 0.425 -0.239
C -0.206477 2.992487 0.235329 -0.168 -0.059 0.290
C 0.150944 2.171747 -0.776997 -0.098 -0.393 0.075
N -0.454225 0.938494 -0.580430 0.444 0.701 -0.375
C -1.180853 1.032746 0.496904 0.082 -0.114 0.256
O -1.420829 0.617156 3.350591 -0.139 -0.082 -0.137
C -0.542025 -0.354877 3.889584 0.017 0.045 0.134
C -0.021703 -0.041024 5.267870 0.202 -0.237 -0.114
C -0.771445 0.305303 6.344279 -0.107 0.024 0.049
Cl -2.480705 0.462543 6.405704 -0.013 -0.004 0.009
S 0.165379 0.591992 7.749378 -0.041 0.048 0.236
C 1.610055 0.220729 6.911057 0.095 -0.016 0.038
C 1.367449 -0.094992 5.616125 -0.077 -0.102 -0.116
C 0.730125 3.103070 4.825401 0.147 0.169 0.117
Cl -0.405763 3.839398 5.933632 0.040 -0.039 -0.072
C 2.076110 3.337398 5.070839 -0.131 0.096 0.076
H 3.371242 1.655466 2.434874 -0.036 0.000 0.003
H 0.978790 1.240289 2.041666 0.038 0.010 0.017
H -1.758618 2.353681 4.349530 0.058 0.096 0.129
H -1.556554 3.772171 2.336640 -0.047 0.045 0.074
H -2.777072 2.495282 2.163470 0.003 -0.047 -0.059
H 0.036685 4.018955 0.451176 -0.045 -0.038 0.004
H 0.782149 2.359011 -1.628045 0.005 -0.024 0.009
H -1.770703 0.242506 0.917508 -0.142 -0.007 -0.038
H 0.299752 -0.529745 3.216557 0.024 -0.085 0.025
H -1.130117 -1.271110 3.912390 -0.006 -0.060 -0.031
H 2.558705 0.264470 7.424748 -0.043 -0.003 -0.061
H 2.139010 -0.357593 4.902644 -0.066 0.019 0.044
H 2.381715 3.931142 5.920551 -0.020 -0.017 -0.004


69
Properties=species:S:1:pos:R:3:forces:R:3 method="wB97M-V/def2-TZVPD" charge=+1 total_energy_ha=-2926.7245 spin_multiplicity=2 homo_lumo_gap_ev="5.790 / 5.748"
Mn -1.060837 -1.818874 0.788096 0.381 -1.057 1.847
N -2.239676 -0.767341 2.195523 0.287 -0.158 -0.062
C -1.406230 -0.620114 3.408028 -0.009 0.115 -0.109
C -0.656110 -1.915099 3.622896 -0.057 -0.326 -0.520
O -0.330169 -2.344393 4.691536 0.093 0.009 0.156
N -0.409387 -2.580421 2.397911 -0.396 1.182 -1.112
C -0.435746 -3.986151 2.376122 -0.375 -0.146 -0.366
C -1.815724 -4.313896 1.618271 0.544 -0.324 0.557
O -2.322673 -5.379325 1.749654 -0.270 -0.032 -0.231
O -2.220231 -3.282630 0.907295 0.303 0.516 -0.173
H -3.048915 -1.352097 2.386453 -0.042 -0.034 -0.027
H -2.589767 0.133482 1.891919 0.020 0.020 -0.148
H -0.688245 0.184292 3.232783 -0.012 -0.023 0.027
H -1.975675 -0.399654 4.307211 -0.064 0.062 0.016
H 0.336599 -4.401468 1.726965 0.005 -0.039 0.011
H -0.426242 -4.446670 3.358915 -0.005 -0.038 0.036
C 1.344265 2.993253 4.254223 -0.022 0.054 -0.071
O 0.720118 3.266253 2.997702 0.037 -0.004 0.078
C 0.864391 4.499927 2.464278 -0.069 -0.086 0.339
C 1.356980 5.603825 3.152986 0.024 0.056 0.014
C 1.405041 6.851022 2.546377 -0.008 -0.067 -0.016
C 0.956367 7.020115 1.244515 -0.017 -0.017 0.040
C 0.476182 5.922740 0.555317 0.070 0.055 -0.191
C 0.451610 4.666760 1.144459 -0.057 0.043 -0.390
N -0.120798 3.599791 0.380295 -0.062 0.206 0.113
C 0.152349 2.319666 0.330816 0.180 -0.034 -0.073
C 1.303331 1.639350 0.768559 -0.004 0.036 0.072
C 2.555410 2.266741 0.997027 -0.107 0.010 -0.068
C 3.672039 1.515573 1.208343 0.049 -0.118 0.018
C 3.569327 0.106367 1.208576 0.075 0.080 -0.002
C 2.372663 -0.532026 1.011656 0.004 -0.082 0.061
C 1.200300 0.222789 0.817862 0.310 -0.317 -0.079
O 0.043005 -0.340604 0.688578 -0.480 0.460 -0.124
H 1.274089 1.919289 4.396761 -0.029 -0.024 -0.002
H 0.830565 3.504203 5.068173 -0.019 0.033 0.010
H 2.395865 3.280954 4.236683 0.015 0.017 -0.018
H 1.678355 5.500426 4.178373 0.017 -0.025 0.016
H 1.782790 7.696925 3.105588 -0.008 -0.026 -0.010
H 0.973836 7.992572 0.773370 0.016 -0.018 0.005
H 0.131268 6.030020 -0.468221 0.008 0.004 0.048
H -0.866391 3.903310 -0.230911 -0.165 -0.013 0.150
H -0.595064 1.722706 -0.183583 0.024 0.000 -0.039
H 2.627170 3.346233 0.954322 0.017 -0.048 -0.010
H 4.632761 1.989323 1.354495 -0.012 -0.022 -0.004
H 4.463871 -0.485062 1.360552 -0.014 0.004 0.008
H 2.293928 -1.611577 1.004589 0.027 0.016 0.017
C -1.228860 -2.922852 -7.195284 0.049 -0.010 0.092
C -1.077950 -2.790839 -5.701243 -0.065 -0.030 -0.092
C -1.671756 -3.704791 -4.837650 0.003 -0.057 -0.027
C -1.594962 -3.563947 -3.458592 -0.050 -0.155 0.045
C -2.219400 -4.578548 -2.533153 0.030 0.070 -0.052
C -0.902897 -2.465094 -2.953413 -0.098 0.206 0.013
C -0.266135 -1.545581 -3.787350 0.040 0.056 0.025
C 0.495049 -0.366503 -3.229293 -0.079 -0.013 -0.012
C -0.360763 -1.731088 -5.158684 0.077 0.039 -0.028
C -0.950136 -2.197002 -1.498515 0.128 0.101 0.078
O -0.141853 -2.736525 -0.664059 -0.266 0.186 0.071
O -1.798187 -1.387243 -0.993821 0.057 -0.280 0.008
H -1.699151 -3.867045 -7.464899 0.017 0.003 0.007
H -0.262403 -2.863505 -7.698006 -0.013 -0.009 0.024
H -1.849617 -2.114840 -7.586743 0.000 -0.007 0.004
H -2.214761 -4.549477 -5.249284 0.014 0.043 0.021
H -2.929095 -5.207912 -3.066845 0.002 0.019 -0.003
H -2.743384 -4.105239 -1.700578 -0.009 0.001 -0.006
H -1.452175 -5.228291 -2.106806 -0.004 0.005 0.002
H 0.797283 -0.525947 -2.192429 0.006 -0.004 -0.015
H -0.113890 0.540996 -3.268080 0.001 -0.029 0.005
H 1.396800 -0.182619 -3.813169 -0.015 -0.005 0.000
H 0.131682 -1.026597 -5.823448 -0.027 -0.030 0.045